Entry 1:
{
  "formula": "C20H40CoN6O3S2Si",
  "method": "ωB97M-V with the def2-TZVPD basis set",
  "max_force_ev_per_a": 1.8,
  "orbital_gap_ev": [7.4, 7.3],
  "s_squared": 3.76,
  "spin_multiplicity": 4,
  "symbols": ["Co", "C", "C", "N", "N", "C", "N", "S", "C", "C", "C", "C", "C", "N", "H", "H", "H", "H", "H", "H", "H", "H", "H", "C", "C", "C", "C", "O", "Si", "S", "O", "C", "C", "C", "C", "O", "C", "C", "C", "C", "H", "H", "H", "H", "H", "H", "H", "H", "H", "H", "H", "H", "H", "H", "H", "H", "H", "H", "H", "H", "H", "H", "H", "H", "H", "H", "H", "N", "N", "H", "H", "H", "H"],
  "xyz": [[0.124, 0.533, -0.028], [3.149, -0.274, -2.875], [1.836, -0.292, -2.146], [1.734, -0.455, -0.854], [2.824, -0.714, -0.137], [2.684, -0.682, 1.172], [3.722, -1.137, 1.905], [1.337, -0.049, 2.008], [0.578, -0.171, -2.836], [0.440, -0.187, -4.231], [-0.824, -0.185, -4.782], [-1.928, -0.174, -3.938], [-1.710, -0.117, -2.570], [-0.503, -0.098, -2.033], [3.953, -0.178, -2.147], [3.187, 0.563, -3.573], [3.300, -1.199, -3.433], [4.542, -1.485, 1.443], [3.707, -1.026, 2.902], [1.317, -0.206, -4.856], [-0.954, -0.205, -5.854], [-2.932, -0.199, -4.331], [-2.542, -0.090, -1.883], [-3.130, -1.474, 2.621], [-2.281, -1.597, 1.357], [-3.064, -2.280, 0.234], [-1.015, -2.402, 1.643], [-1.877, -0.296, 0.919], [-2.823, 1.051, 0.789], [-1.530, 2.280, -0.329], [-4.153, 0.539, 0.022], [-5.339, 1.180, -0.407], [-5.077, 2.642, -0.747], [-5.793, 0.425, -1.660], [-6.384, 1.065, 0.704], [-3.314, 1.744, 2.174], [-2.650, 2.668, 3.032], [-2.641, 4.052, 2.381], [-3.452, 2.708, 4.334], [-1.221, 2.215, 3.316], [-3.414, -2.458, 2.988], [-4.030, -0.900, 2.415], [-2.561, -0.963, 3.396], [-3.372, -3.277, 0.539], [-2.431, -2.357, -0.648], [-3.943, -1.693, -0.013], [-1.263, -3.442, 1.840], [-0.487, -1.995, 2.500], [-0.357, -2.350, 0.775], [-4.244, 2.713, -1.441], [-4.814, 3.192, 0.151], [-5.956, 3.090, -1.203], [-5.050, 0.545, -2.444], [-6.745, 0.812, -2.013], [-5.898, -0.634, -1.437], [-5.992, 1.505, 1.618], [-6.611, 0.019, 0.899], [-7.299, 1.579, 0.418], [-3.658, 4.411, 2.234], [-2.148, 3.999, 1.412], [-2.105, 4.754, 3.015], [-4.476, 3.019, 4.139], [-2.992, 3.416, 5.018], [-3.469, 1.725, 4.796], [-0.643, 2.175, 2.394], [-1.218, 1.223, 3.759], [-0.738, 2.909, 3.999], [2.794, 2.542, 0.417], [1.543, 2.359, -0.251], [3.339, 3.301, 0.007], [3.336, 1.684, 0.351], [1.615, 2.465, -1.268], [0.909, 3.087, 0.079]],
  "lowdin_charge": [0.3570, -0.0279, -0.2783, -0.0688, -0.0272, -0.8651, 0.0776, 0.6934, -0.2168, -0.0050, -0.0532, -0.0360, -0.1361, 0.0411, 0.0632, 0.0803, 0.0888, 0.0960, 0.0800, 0.1059, 0.1091, 0.1039, 0.0824, -0.0146, -0.6201, -0.0187, -0.0581, -0.2318, -0.1204, 0.4574, -0.1560, -0.6406, -0.0373, -0.0198, -0.0156, -0.1332, -0.6452, -0.0500, -0.0259, -0.0477, 0.0931, 0.0776, 0.0871, 0.0895, 0.0838, 0.0673, 0.0888, 0.0391, 0.0717, 0.0628, 0.0757, 0.0901, 0.0748, 0.0862, 0.0832, 0.0799, 0.0864, 0.0864, 0.0832, 0.0080, 0.0861, 0.0829, 0.0851, 0.0829, 0.0249, 0.0809, 0.0930, -0.0393, -0.1266, 0.0722, 0.0387, 0.0859, 0.0319]
}


Entry 2:
{
  "formula": "C5H7N",
  "method": "ωB97M-V with the def2-TZVPD basis set",
  "max_force_ev_per_a": 1.2,
  "orbital_gap_ev": 7.3,
  "e_above_lowest_ev": 5.3399,
  "spin_multiplicity": 1,
  "symbols": ["C", "C", "C", "N", "C", "C", "H", "H", "H", "H", "H", "H", "H"],
  "xyz": [[-0.850, 2.142, 0.546], [-1.454, 0.867, 0.679], [-0.834, -0.372, 0.620], [0.442, -0.631, 0.374], [1.368, 0.077, -0.437], [1.085, -1.384, -0.664], [-1.654, 2.912, 0.419], [-1.464, -1.256, 0.782], [-2.503, 0.661, 0.649], [2.286, 0.368, 0.061], [0.955, 0.819, -1.118], [1.790, -2.133, -0.323], [0.487, -1.656, -1.531]],
  "lowdin_charge": [0.0235, -0.2666, -0.1085, -0.0817, -0.0966, -0.0748, -0.0235, 0.1298, 0.0574, 0.1155, 0.1073, 0.1048, 0.1134]
}


Entry 3:
{
  "formula": "C3H5N3O",
  "method": "ωB97M-V with the def2-TZVPD basis set",
  "max_force_ev_per_a": 0.4,
  "orbital_gap_ev": 8.0,
  "e_above_lowest_ev": 3.3597,
  "spin_multiplicity": 1,
  "symbols": ["N", "C", "C", "N", "C", "O", "N", "H", "H", "H", "H", "H"],
  "xyz": [[-0.402, -1.762, -0.943], [-0.531, -1.563, 0.318], [0.249, -0.707, 1.122], [0.243, 0.598, 1.137], [-0.015, 1.554, -0.022], [-0.126, 2.714, 0.357], [0.009, 0.917, -1.164], [0.147, -1.063, -1.478], [-1.076, -2.340, -1.434], [0.754, -1.215, 1.944], [0.572, 1.086, 1.963], [-0.179, 1.612, -1.883]],
  "lowdin_charge": [0.1108, -0.0350, -0.1131, 0.1176, -0.6583, -0.0086, 0.0559, 0.0958, 0.1153, 0.1258, 0.1464, 0.0474]
}


Entry 4:
{
  "formula": "C3H9FIN2O4PS2",
  "method": "ωB97M-V with the def2-TZVPD basis set",
  "max_force_ev_per_a": 5.1,
  "orbital_gap_ev": 8.7,
  "e_above_lowest_ev": 1.1825,
  "smiles": "O=S(=O)(F)N(S)P(O)I.CN(C)C=O",
  "spin_multiplicity": 1,
  "symbols": ["O", "S", "O", "F", "N", "S", "P", "O", "I", "H", "H", "C", "O", "N", "C", "C", "H", "H", "H", "H", "H", "H", "H"],
  "xyz": [[-0.865, -1.174, 3.539], [0.018, -0.004, 3.739], [0.000, 0.464, 5.139], [1.542, -0.530, 3.427], [-0.345, 1.217, 2.607], [0.452, 2.738, 2.951], [-2.094, 1.429, 2.338], [-2.952, 1.095, 3.737], [-2.618, -0.365, 0.712], [1.676, 2.401, 3.494], [-2.748, 1.722, 4.443], [-0.072, 0.564, -2.984], [-0.363, 1.163, -1.970], [0.587, -0.618, -3.024], [0.904, -1.282, -4.273], [0.988, -1.238, -1.773], [-0.331, 0.950, -3.983], [0.433, -2.268, -4.289], [1.987, -1.399, -4.356], [0.543, -0.702, -5.120], [0.104, -1.425, -1.160], [1.649, -0.561, -1.228], [1.504, -2.176, -1.965]],
  "lowdin_charge": [-0.3480, 0.5707, -0.3089, -0.1936, -0.8805, 0.6908, 0.4558, -0.3699, 0.4709, -0.0975, 0.0555, -0.3572, -0.0154, -0.2032, -0.0622, -0.0419, 0.1313, 0.0887, 0.0886, 0.0823, 0.0629, 0.0944, 0.0866]
}


Entry 5:
{
  "formula": "C4H15N2O",
  "method": "ωB97M-V with the def2-TZVPD basis set",
  "charge": 1,
  "max_force_ev_per_a": 2.8,
  "orbital_gap_ev": 10.0,
  "e_above_lowest_ev": 2.5006,
  "spin_multiplicity": 1,
  "symbols": ["C", "N", "C", "C", "N", "C", "H", "H", "H", "H", "H", "H", "H", "H", "H", "H", "H", "H", "H", "H", "H", "O"],
  "xyz": [[-1.465, -0.208, 0.703], [-0.205, 0.141, 1.496], [-0.486, 0.920, 2.747], [-0.954, -0.834, -0.569], [-0.056, 0.266, -1.301], [0.194, 0.011, -2.816], [-2.048, -1.001, 1.204], [-2.245, 0.535, 0.720], [0.335, -0.700, 1.728], [-0.641, 0.237, 3.587], [0.340, 1.438, 3.095], [-1.339, 1.660, 2.497], [-0.244, -1.601, -0.089], [-1.761, -1.300, -1.244], [0.873, 0.133, -0.877], [-0.358, 1.214, -0.972], [0.012, -1.108, -2.877], [-0.622, 0.736, -3.201], [1.193, 0.364, -3.192], [3.665, -0.753, -0.706], [3.018, 0.203, 0.421], [2.794, -0.350, -0.354]],
  "lowdin_charge": [-0.2357, -0.1275, -0.0940, -0.1039, -0.0166, 0.0136, 0.1256, 0.1124, 0.1056, 0.0810, 0.0379, 0.1165, 0.1482, 0.1575, 0.0826, 0.1798, 0.1115, 0.1235, 0.1060, 0.1105, 0.0608, -0.0954]
}


Entry 6:
{
  "formula": "H6Li2O11S2",
  "method": "ωB97M-V with the def2-TZVPD basis set",
  "charge": -1,
  "max_force_ev_per_a": 6.0,
  "orbital_gap_ev": [4.1, 4.0],
  "s_squared": 0.76,
  "spin_multiplicity": 2,
  "symbols": ["Li", "Li", "S", "O", "O", "O", "O", "S", "O", "O", "O", "O", "O", "H", "H", "O", "H", "H", "O", "H", "H"],
  "xyz": [[-2.717, 0.951, 1.502], [-0.028, 0.601, 0.329], [-0.224, -2.200, -1.208], [0.887, -3.112, -0.804], [0.302, -0.852, -0.912], [-0.455, -2.285, -2.626], [-1.495, -2.422, -0.495], [-0.214, -0.861, 2.667], [0.927, -1.253, 1.875], [-0.836, 0.302, 1.996], [-1.180, -1.963, 2.697], [0.303, -0.612, 3.999], [1.595, 1.908, 0.299], [1.738, 2.790, -0.043], [2.470, 1.596, 0.531], [1.675, 0.969, -2.653], [1.399, 1.867, -2.471], [1.537, 0.504, -1.828], [-1.698, 1.236, -0.637], [-2.039, 0.703, -1.355], [-1.948, 2.132, -0.863]],
  "lowdin_charge": [0.8318, 0.6412, 0.2590, -0.1405, -0.4529, -0.2303, -0.2764, 0.1217, -0.3922, -0.5981, -0.4012, -0.3970, -0.0521, 0.0478, 0.0736, -0.0606, 0.0035, -0.0214, -0.0895, 0.0753, 0.0585]
}